# 1
Computed, not measured: a 3-piece molecular cluster, C5H17NO3 overall in a non-equilibrium geometry, with ωB97M-V/def2-TZVPD.

* DFT total energy: -481.1031 Ha
* SMILES: C[C@H](CO)N(C)C.O.O
* max |F|: 3.78 eV Å⁻¹

Structure (XYZ):
```
26
Properties=species:S:1:pos:R:3:mulliken_charge:R:1
O 2.05 0.02 -0.15 -0.5579
O 2.77 -2.49 -0.67 -0.6582
O 1.04 0.71 -3.70 -0.6207
N -0.96 0.39 -0.06 0.3051
C -1.71 1.54 0.49 -1.2039
C 1.36 0.43 1.03 -0.6249
C -1.83 -0.53 -0.74 -1.2100
C -0.71 -0.55 2.32 -1.2872
C -0.05 -0.24 0.94 0.1321
H 1.56 1.37 -4.11 0.3094
H 2.38 -1.86 -0.13 0.3883
H 0.53 1.15 -3.01 0.2983
H 1.97 0.32 1.92 0.4235
H -1.03 1.99 1.18 0.4654
H -2.59 -1.03 -0.16 0.3629
H -2.30 0.05 -1.59 0.3494
H -1.38 -1.40 2.10 0.3250
H 0.10 -0.80 3.05 0.3869
H 1.50 0.27 -0.93 0.2778
H 3.54 -2.11 -1.05 0.2816
H 1.04 1.47 0.85 0.2199
H -2.78 1.38 0.73 0.3302
H 0.16 -1.27 0.50 0.2870
H -1.42 0.18 2.63 0.3031
H -1.28 -1.29 -1.21 0.3998
H -1.98 2.31 -0.22 0.3169
```



# 2
Computed, not measured: C23H49N4P3SeSn as an isolated structure in a non-equilibrium geometry, with ωB97M-V/def2-TZVPD.

* DFT total energy: -4763.0097 Ha
* charge: +4
* max |F|: 1.82 eV Å⁻¹

Structure (XYZ):
```
81
Properties=species:S:1:pos:R:3:mulliken_charge:R:1
Sn 0.87 -0.07 -0.80 0.5050
Se 2.44 0.46 -2.87 -0.0231
P 1.68 -2.63 -0.85 0.9517
P -1.43 -0.53 1.76 1.5377
P -1.39 -0.79 -2.15 0.7154
N 2.72 2.89 2.45 0.1571
N 3.63 0.73 3.12 0.1811
N 2.41 0.92 1.00 1.0298
N 4.65 1.94 1.26 0.1627
C 3.03 1.99 3.58 -0.7028
C -2.93 0.32 1.33 -0.9844
C 1.39 4.25 -4.39 -0.5218
C -2.46 0.67 -2.35 -1.0846
C 2.52 3.01 -6.14 -0.6229
C -1.70 -2.29 1.88 -1.2068
C 2.54 1.88 -5.34 -0.5294
C 4.00 3.18 1.75 -0.7176
C 2.67 -2.97 -2.34 -1.3775
C 3.72 1.25 0.35 -0.8086
C -0.82 0.05 3.32 -1.4897
C -2.57 -2.13 -1.73 -1.2463
C -2.01 3.95 -0.02 -0.6350
C 1.95 4.21 -5.67 -0.4619
C 1.81 2.19 1.52 -0.4136
C 4.89 1.07 2.43 -0.7147
C 1.41 3.12 -3.56 0.1316
C 2.72 0.06 2.19 -0.2346
C -1.28 4.48 -1.01 -0.6465
C 2.83 -3.18 0.45 -1.3633
C 2.05 1.94 -4.02 0.5799
C -0.90 -1.20 -3.86 -1.1435
C 0.51 -4.03 -0.88 -1.2648
H 3.74 2.49 4.25 0.3764
H 3.10 -4.23 0.28 0.5862
H -1.68 4.64 -2.02 0.3064
H -3.07 3.68 -0.17 0.3696
H 3.80 3.84 0.90 0.3130
H 2.94 2.98 -7.15 0.4335
H -2.25 -2.71 1.02 0.3727
H -2.97 0.60 -3.32 0.5490
H -0.07 -4.04 -1.81 0.3859
H -3.40 0.40 2.32 0.5713
H -1.70 -0.13 3.94 0.6456
H 3.74 -2.58 0.45 0.4214
H -0.40 0.10 0.92 -0.7228
H 4.19 0.31 0.03 0.1788
H 4.68 3.68 2.44 0.3715
H -0.56 1.12 3.29 0.3836
H -0.18 -3.99 -0.04 0.3305
H 1.79 -0.17 2.71 -0.4752
H 2.10 1.77 4.12 0.2911
H -2.73 1.32 0.91 0.0254
H 3.19 -0.87 1.84 0.1769
H 0.94 5.17 -4.02 0.4502
H -1.81 -1.18 -4.48 0.5746
H 1.58 2.86 0.67 0.1660
H -3.21 -2.32 -2.60 0.5003
H 2.36 -3.09 1.45 0.4313
H 3.09 -3.98 -2.25 0.4921
H -0.46 -2.20 -3.91 0.3178
H -1.64 3.91 1.02 0.3343
H 1.95 5.10 -6.31 0.4597
H -2.04 -3.06 -1.48 0.2338
H 5.36 0.14 2.09 0.3302
H -0.78 -2.87 2.09 0.4084
H 2.96 0.94 -5.67 0.4473
H 0.03 -0.56 3.66 0.5446
H 0.88 1.96 2.06 -0.1136
H 3.53 1.88 -0.53 0.3534
H 5.54 1.59 3.14 0.3750
H 0.98 3.14 -2.56 0.1999
H -0.17 -0.47 -4.24 0.2537
H -1.86 1.60 -2.32 0.1664
H -3.22 -1.85 -0.88 0.4331
H -3.53 -0.29 0.65 0.4348
H -2.35 -2.34 2.77 0.5263
H 1.09 -4.97 -0.84 0.5462
H 3.49 -2.25 -2.43 0.4336
H -3.21 0.72 -1.55 0.3690
H -0.28 4.89 -0.81 0.3381
H 2.05 -2.91 -3.23 0.3439
```



# 3
Computed, not measured: a 2-piece molecular cluster, C27H56N2O2PS2 overall, with ωB97M-V/def2-TZVPD.

* DFT total energy: -2459.8375 Ha
* charge: +1
* max |F|: 0.97 eV Å⁻¹

Structure (XYZ):
```
90
Properties=species:S:1:pos:R:3:mulliken_charge:R:1
S -5.64 -0.44 -2.03 0.0142
S -5.90 -0.17 -4.98 -0.2347
P 1.47 -0.87 -4.94 -0.1843
O 3.51 0.48 -0.25 -0.1318
O 2.55 2.41 -0.86 -0.6257
N 3.08 2.02 4.71 0.3690
N -4.01 -1.65 -3.81 0.1089
C 3.01 2.58 6.13 -0.6391
C -3.23 -2.78 -1.62 -0.3665
C 0.94 -1.37 -3.25 -0.0916
C -8.10 -0.28 -0.83 -0.5341
C -7.44 -0.24 -2.21 -0.7006
C -0.14 -0.68 -5.81 -0.8230
C -1.27 -3.76 -0.28 -1.1443
C -4.03 -2.84 -2.93 -1.3026
C 4.07 0.62 7.50 -1.2071
C 5.66 -0.32 -1.08 -1.1409
C 1.46 0.38 -1.50 0.3512
C -2.73 -0.94 -3.87 0.0480
C -1.93 -3.57 -1.65 0.0449
C 2.46 0.65 4.66 -0.6174
C 2.29 2.98 3.85 -1.0533
C 1.44 1.11 2.41 -0.0388
C 2.54 1.20 -0.86 0.0417
C 4.50 1.99 4.26 -0.9660
C -2.56 -0.06 -5.10 -1.1318
C -1.11 0.41 -5.29 -0.5879
C 1.95 -0.90 -2.19 -0.7632
C -5.14 -0.81 -3.69 -0.0636
C 4.04 2.10 7.14 -0.4971
C 4.87 0.87 -0.52 -0.2965
C 2.09 2.49 2.43 -0.2047
C -7.77 0.94 0.03 -1.0286
C 2.27 0.14 3.24 -0.6786
H 1.33 3.11 4.35 0.4082
H 5.04 2.44 6.85 0.3361
H 3.10 -0.02 5.22 0.3459
H 1.46 3.21 1.90 0.5137
H -0.41 -3.11 -0.14 0.1602
H 0.95 1.03 -2.21 0.0127
H -1.22 -3.14 -2.35 -0.0890
H 5.31 1.22 0.41 0.2549
H 0.72 0.12 -0.73 0.1663
H -7.77 -1.07 -2.83 0.4490
H 4.65 0.47 8.41 0.4228
H 6.44 -0.64 -0.39 0.3110
H -1.94 -1.69 -3.83 -0.0021
H 3.11 3.65 6.01 0.3825
H 4.54 0.00 6.73 0.3053
H -0.05 -0.97 -3.01 -0.2833
H 0.85 -2.45 -3.25 0.5509
H 6.12 -0.06 -2.03 0.3286
H -8.48 1.05 0.85 0.3493
H 4.98 -1.15 -1.26 0.3127
H 3.07 0.22 7.69 0.3048
H 2.12 -1.69 -1.45 0.2454
H -5.08 -3.03 -2.69 0.4694
H -3.19 0.83 -4.98 0.4836
H -6.76 0.88 0.42 0.2929
H -2.17 -4.56 -2.07 0.2836
H 2.00 2.38 6.47 0.4188
H -7.79 -1.20 -0.33 0.2865
H 4.53 1.71 3.21 0.2860
H -7.85 1.84 -0.59 0.2728
H -2.93 -0.57 -5.99 0.3976
H -1.98 -3.59 0.54 0.3476
H -3.07 -1.75 -1.30 0.3709
H -2.59 -0.31 -2.98 0.2500
H 1.35 0.75 1.39 -0.4098
H 3.03 2.47 1.88 0.1176
H -0.65 -1.65 -5.78 0.3772
H -0.72 0.88 -4.39 0.2772
H 1.50 0.73 5.16 0.4071
H 2.92 -0.70 -2.65 0.3268
H 1.75 0.50 -4.67 -0.0093
H 4.87 1.70 -1.22 0.4592
H 2.83 3.93 3.87 0.4628
H -1.14 1.20 -6.05 0.3997
H 1.78 -0.83 3.30 0.4764
H -9.17 -0.35 -1.01 0.3374
H -3.70 -3.69 -3.53 0.4595
H 0.42 1.17 2.81 0.4199
H 3.80 2.66 8.05 0.4294
H -7.64 0.69 -2.73 0.4186
H 3.23 -0.04 2.76 0.1718
H 4.93 2.98 4.38 0.3892
H 5.05 1.26 4.84 0.3712
H 0.11 -0.49 -6.85 0.4786
H -0.90 -4.78 -0.17 0.3428
H -3.85 -3.24 -0.84 0.4268
```



# 4
Computed, not measured: a 6-piece molecular cluster, C4H21NO6 overall in a non-equilibrium geometry, with ωB97M-V/def2-TZVPD.

* DFT total energy: -671.1282 Ha
* SMILES: COC[C@H](C)N.O.O.O.O.O
* max |F|: 2.38 eV Å⁻¹

Structure (XYZ):
```
32
Properties=species:S:1:pos:R:3:mulliken_charge:R:1
O -0.71 2.04 -1.36 -0.6363
O -0.38 4.57 -1.87 -0.6993
O 1.58 1.27 -3.40 -0.6172
O 1.36 4.03 -3.87 -0.6548
O -3.25 1.68 0.07 -0.6306
O 1.80 -2.17 2.53 -0.4194
N -1.00 -3.49 1.62 -0.6703
C -0.06 -2.63 0.97 0.3648
C 0.65 -1.59 1.84 -0.5122
C -0.80 -1.87 -0.10 -1.2405
C 1.52 -2.90 3.80 -0.7974
H -0.11 -1.18 -0.59 0.2228
H -0.01 1.56 -1.79 0.2790
H 0.95 -3.83 3.86 0.2732
H -2.31 1.60 -0.09 0.3793
H 1.61 3.27 -3.34 0.3243
H 0.02 -1.24 2.66 0.3014
H -0.01 5.05 -1.14 0.3019
H -1.31 4.47 -1.65 0.3386
H 1.17 -2.19 4.56 0.3165
H 0.75 -3.30 0.67 0.3776
H -1.56 -1.25 0.39 0.2810
H 2.43 1.23 -3.83 0.2974
H -3.49 2.52 -0.31 0.2682
H 0.57 4.36 -3.44 0.3612
H -0.62 2.94 -1.67 0.3947
H -1.25 -2.65 -0.72 0.3995
H 1.09 0.53 -3.76 0.2969
H -1.75 -2.99 2.06 0.2872
H 1.12 -0.81 1.24 0.2685
H -0.45 -3.93 2.35 0.2250
H 2.45 -3.12 4.32 0.3189
```